Entry 1:
C2H3NOS2 in the gas phase in a non-equilibrium geometry, computed with wB97M-V/def2-TZVPD.

Results
Total energy = -1004.35603 hartree
LUMO = -0.0251 Ha
Kohn-Sham gap = 8.59 eV
Relative energy (zero: lowest compared OMol25 entry of this formula, charge and spin) = 19.8 kcal/mol
SMILES string = O=CNSC=S

ORCA input file:
```
! wB97M-V def2-TZVPD RIJCOSX def2/J DEFGRID3
* xyz 0 1
O -3.4075 -0.6219 0.0160
C -2.3017 -0.3145 -0.3778
N -1.3626 0.2925 0.4381
S 0.1100 0.8965 -0.1268
C 1.2002 -0.4164 0.2557
S 2.7838 -0.3637 -0.0701
H -1.9043 -0.5108 -1.3879
H -1.7055 0.5599 1.3334
H 0.7162 -1.2624 0.7421
*
```

=====

Entry 2:
A molecular structure, C28H35FLuN14O7 in a non-equilibrium geometry, computed with wB97M-V/def2-TZVPD.

Results
Total energy = -3716.67426 hartree
LUMO = -0.1181 Ha
Kohn-Sham gap = 7.12 eV
Relative energy (zero: lowest compared OMol25 entry of this formula, charge and spin) = 21.1 kcal/mol

ORCA input file:
```
! wB97M-V def2-TZVPD RIJCOSX def2/J DEFGRID3
* xyz 1 1
Lu 1.3324 2.3611 1.5371
O 2.0818 6.0195 1.9706
C 1.7106 5.0230 2.5892
O 2.3332 3.9376 2.7448
C 0.2729 4.9408 3.1267
C -0.4534 5.8237 3.9133
C -1.7536 5.4763 4.2585
C -2.3061 4.2999 3.7688
C -1.5175 3.4875 2.9663
N -0.2575 3.8024 2.6778
C -1.9293 2.1827 2.2616
O -3.1176 2.0633 1.9058
O -0.9862 1.3953 2.0418
H -0.0023 6.7435 4.2522
H -2.3395 6.1212 4.8972
H -3.3141 3.9955 4.0063
C -0.3066 -5.4749 2.0250
C 0.7963 -4.8226 1.1953
N 0.5894 -3.3960 1.0084
C 1.1748 -2.5297 1.8738
C 1.1993 -1.1789 1.7440
C 1.9193 -0.4022 2.8995
O 2.5929 -1.0964 3.6450
O 1.7289 0.8381 2.9432
C 0.6023 -0.5650 0.5868
O 0.7815 0.5989 0.1892
C -0.2200 -1.4926 -0.2007
C -1.0373 -0.9666 -1.1977
C -1.8069 -1.7912 -1.9711
F -2.6174 -1.2184 -2.9060
C -1.7939 -3.1860 -1.8171
C -0.9749 -3.7049 -0.8236
C -0.1991 -2.8877 0.0093
N -2.5260 -4.0800 -2.6185
C -3.0208 -3.7095 -3.9179
C -4.4624 -3.1838 -3.8644
N -5.3197 -4.2141 -3.2178
C -4.8075 -4.5715 -1.8686
C -3.3606 -5.0765 -2.0009
H -0.1124 -6.5398 2.1139
H -1.2840 -5.3275 1.5726
H -0.3274 -5.0517 3.0244
H 0.8780 -5.2980 0.2141
H 1.7512 -4.9565 1.7083
H 1.6986 -2.9527 2.7229
H -1.0683 0.1040 -1.3237
H -0.9432 -4.7745 -0.7072
H -2.9856 -4.6017 -4.5570
H -2.3745 -2.9574 -4.3670
H -4.8307 -2.9717 -4.8682
H -4.5075 -2.2718 -3.2691
H -5.3146 -5.0595 -3.8021
H -6.2854 -3.8762 -3.1532
H -5.4451 -5.3365 -1.4242
H -4.8291 -3.6779 -1.2420
H -3.3423 -5.9891 -2.6114
H -2.9884 -5.3203 -1.0069
C 4.1514 -1.2576 -0.7458
N 4.5800 0.0670 -1.1393
C 5.6432 0.1198 -2.1177
C 4.0361 1.1643 -0.5253
N 3.4034 1.1354 0.5888
N 4.2216 2.3575 -1.1949
C 3.8500 3.6086 -0.7218
N 4.5253 4.6413 -1.3160
N 2.9132 3.7482 0.1245
H 4.2024 -1.9181 -1.6117
H 3.1180 -1.2295 -0.4009
H 4.7779 -1.6789 0.0464
H 5.2550 0.0762 -3.1415
H 6.3045 -0.7340 -1.9629
H 6.2470 1.0166 -1.9936
H 3.5048 0.2490 1.0770
H 4.6368 2.3242 -2.1122
H 5.4216 4.4814 -1.7462
H 4.3974 5.5491 -0.8966
H 2.8240 4.7148 0.4496
N -3.2308 3.7341 -0.1330
N -1.9303 4.0617 -0.1368
N -1.5158 5.3033 -0.1418
C -0.2000 5.1628 -0.1413
N 0.1532 3.8740 -0.1393
N -0.9660 3.1871 -0.1484
H -3.7795 4.5704 0.0407
H -3.4008 2.9804 0.5802
H 0.4784 5.9898 -0.1001
*
```

=====

Entry 3:
A molecular structure, C14H23F5N4O2PdS2Te2 in a non-equilibrium geometry, computed with wB97M-V/def2-TZVPD.

Results
Total energy = -2876.45058 hartree
LUMO = 0.1525 Ha
Kohn-Sham gap = 5.68 eV
Relative energy (zero: lowest compared OMol25 entry of this formula, charge and spin) = 0.0 kcal/mol

ORCA input file:
```
! wB97M-V def2-TZVPD RIJCOSX def2/J DEFGRID3
* xyz -2 1
Pd 0.6183 -1.9874 -0.1946
C -3.8198 1.1627 -0.1055
N -3.5446 -0.1656 -0.6084
C -3.9144 -1.2201 0.3413
C -2.3793 -0.3445 -1.3500
S -1.1132 0.7647 -1.3453
N -2.3848 -1.3909 -2.1861
C -1.2120 -1.7243 -2.9703
C -3.5338 -2.2570 -2.3765
H -4.8858 1.2165 0.1403
H -3.5853 1.8991 -0.8696
H -3.2369 1.4068 0.7905
H -3.6646 -0.9139 1.3611
H -3.3644 -2.1378 0.1519
H -4.9905 -1.4189 0.2853
H -0.3193 -1.4812 -2.3952
H -1.1934 -1.1482 -3.9036
H -1.2110 -2.7922 -3.1748
H -4.4455 -1.7306 -2.0988
H -3.4327 -3.1690 -1.7795
H -3.5880 -2.5218 -3.4361
F 1.2204 -3.7898 1.5040
Te -1.0863 -3.8772 1.2077
F -0.0472 -3.6501 -1.0795
F -0.7068 -3.7255 3.2640
F -2.8785 -3.8061 2.1303
F -2.5752 -4.2674 -0.2777
O -1.1446 -2.0984 0.9599
N 1.1889 -0.6157 1.1243
C 1.6699 -0.9277 2.1316
N 2.2138 -1.2114 3.2889
C 1.6426 -2.3264 4.0672
C 2.4270 -3.5973 3.7933
O 3.8367 -3.4094 4.0174
C 4.3364 -2.4107 3.1531
C 3.6601 -1.0716 3.4326
H 0.6026 -2.4934 3.7687
H 1.6987 -2.0569 5.1267
H 2.2413 -3.9030 2.7578
H 2.1083 -4.3921 4.4660
H 4.1589 -2.6858 2.1042
H 5.4112 -2.3397 3.3337
H 4.0239 -0.3029 2.7511
H 3.8602 -0.7770 4.4668
Te 2.6326 -1.4182 -1.6307
C 2.9056 -3.0043 -2.9796
C 2.3238 -4.2373 -2.9878
C 2.7993 -5.0895 -4.0221
C 3.7395 -4.5004 -4.8069
S 4.0533 -2.8838 -4.2798
H 1.5661 -4.5144 -2.2653
H 2.4599 -6.1062 -4.1709
H 4.2717 -4.9085 -5.6519
*
```

=====

Entry 4:
C4H7N3O3 in the gas phase in a non-equilibrium geometry, computed with wB97M-V/def2-TZVPD.

Results
Total energy = -546.51098 hartree
LUMO = 0.0316 Ha
Kohn-Sham gap = 9.95 eV
Relative energy (zero: lowest compared OMol25 entry of this formula, charge and spin) = 82.7 kcal/mol
SMILES string = C[C@H](O)On1cn[nH]c1=O

ORCA input file:
```
! wB97M-V def2-TZVPD RIJCOSX def2/J DEFGRID3
* xyz 0 1
C -1.9570 0.5685 -0.0314
C -0.4381 0.4756 0.2825
O 0.3373 1.5189 -0.1162
O -0.0801 -0.8039 -0.2320
N 1.2609 -1.1710 -0.2005
C 1.7973 -2.0053 0.7409
N 3.0453 -2.1094 0.4745
N 3.4068 -1.1811 -0.4073
C 2.2940 -0.6222 -0.9807
O 2.2688 0.1849 -1.8615
H -1.8774 0.5669 -1.1901
H -2.4732 -0.2768 0.5387
H -2.4084 1.4189 0.5373
H -0.4087 0.3011 1.4168
H 0.6877 1.5759 -1.0382
H 1.2581 -2.6085 1.4077
H 4.2253 -1.5666 -0.8690
*
```

=====

> Which value of LUMO does entry 1 give?

-0.0251 Ha